[1]
A structure of composition C60H54FGeP3PdS3. Source: the OMol25 dataset; level of theory: ωB97M-V/def2-TZVPD.

The calculation puts the total energy at -186171.39477 eV. Its spin multiplicity is 3. Its charge is +2.

Each line ends with the Löwdin spin population.
Element x y z (Å)
Pd: -1.150 -0.048 0.411  0.530
Ge: -3.592 0.098 1.708  0.000
S: 3.243 2.075 -3.077  0.398
S: 0.891 0.047 -1.844  0.017
S: 3.661 0.903 -0.683  0.439
P: -1.594 2.223 -0.138  0.062
P: -1.897 -2.286 -0.153  0.053
P: -0.163 -0.261 2.519  0.092
F: -5.295 0.001 2.247  0.000
C: -0.879 -2.641 -2.781  0.005
C: -4.275 2.607 2.880  0.000
C: 3.535 -0.799 -1.281  0.029
C: 0.653 -4.835 -2.039  -0.001
C: 2.096 3.891 0.312  -0.001
C: -3.368 -1.523 -0.897  0.029
C: -2.596 2.316 -4.087  -0.001
C: -2.529 2.467 -1.677  0.023
C: -3.740 -5.967 1.919  0.000
C: -0.245 2.299 3.492  0.005
C: -3.445 4.815 2.412  0.000
C: -1.452 -0.919 3.604  0.010
C: 2.044 5.030 -0.479  0.001
C: -0.162 3.332 -0.332  0.001
C: -3.908 -1.904 -2.123  0.010
C: -3.764 -5.832 0.535  0.000
C: -4.540 3.036 -2.874  0.000
C: 1.222 0.217 -3.618  0.011
C: -2.649 2.927 1.149  0.001
C: 0.675 -4.391 -3.354  0.006
C: -5.703 -0.342 -1.839  0.012
C: -1.910 2.182 -2.895  0.010
C: -4.019 -0.551 -0.112  0.024
C: 2.064 -1.233 -1.338  0.003
C: -0.204 4.475 -1.128  0.002
C: 5.017 1.663 -2.894  0.019
C: 1.002 3.042 0.376  0.000
C: 0.135 3.380 4.267  -0.001
C: 2.500 -1.030 2.280  0.011
C: -1.985 -2.005 5.690  0.001
C: -3.132 -4.996 2.695  0.000
C: 1.191 -1.471 2.471  0.011
C: -1.051 -1.498 4.807  0.004
C: 0.947 -2.840 2.551  0.009
C: 0.510 1.128 3.485  0.016
C: 1.987 -3.749 2.421  0.000
C: 1.645 1.049 4.287  0.007
C: 1.278 3.300 5.052  0.005
C: -3.740 -1.308 4.198  0.000
C: -0.097 -3.297 -3.723  0.000
C: -3.920 2.745 -4.076  0.008
C: -3.463 2.059 1.888  -0.001
C: 3.542 -1.938 2.179  0.000
C: -2.549 -3.888 2.093  0.001
C: -3.187 -4.730 -0.063  0.001
C: -5.193 0.021 -0.604  0.000
C: -2.650 4.295 1.405  0.000
C: 2.609 0.692 -4.057  0.037
C: -0.144 -4.195 -1.103  0.005
C: -2.808 -0.809 3.280  -0.002
C: 5.244 1.462 -1.378  0.022
C: -3.852 2.895 -1.675  0.010
C: -0.920 -3.092 -1.463  0.006
C: -5.064 -1.308 -2.598  0.005
C: -4.259 3.968 3.149  0.000
C: 0.894 5.317 -1.205  0.000
C: 3.287 -3.303 2.234  0.010
C: 2.026 2.133 5.063  0.000
C: -3.332 -1.908 5.380  0.000
C: -2.574 -3.743 0.713  0.004
H: 2.556 1.030 -5.094  0.014
H: 1.269 -4.910 -4.091  0.000
H: 2.904 2.059 5.689  0.000
H: 2.887 5.705 -0.518  0.000
H: -4.927 1.963 3.452  0.000
H: 1.034 -0.737 -4.114  0.001
H: -5.474 -1.610 -3.551  0.000
H: -2.104 2.106 -5.025  0.000
H: 6.067 0.796 -1.129  0.003
H: 1.964 -2.106 -1.985  0.000
H: -2.012 4.956 0.833  0.000
H: 0.845 6.206 -1.816  0.000
H: -1.098 4.715 -1.691  0.000
H: 5.627 2.462 -3.312  0.002
H: 2.976 3.677 0.903  0.000
H: -4.074 -2.296 6.063  0.000
H: -0.055 -3.207 2.733  0.001
H: 4.561 -1.583 2.091  0.000
H: -1.666 -2.463 6.615  0.000
H: 2.715 0.034 2.261  0.002
H: -4.349 3.126 -0.742  0.001
H: 5.221 0.762 -3.470  0.000
H: 3.337 -0.115 -4.021  0.000
H: -5.725 0.747 -0.005  0.000
H: -6.613 0.115 -2.200  0.001
H: -4.240 -6.586 -0.075  0.000
H: 0.466 0.915 -3.977  0.000
H: -0.115 -2.973 -4.755  0.000
H: -1.466 -1.783 -3.081  0.000
H: 4.092 -1.425 -0.585  0.012
H: 1.782 -4.808 2.496  0.000
H: -3.117 -5.087 3.771  0.000
H: -4.884 4.368 3.934  0.000
H: -1.145 2.367 2.896  0.000
H: -4.198 -6.826 2.386  0.000
H: -2.104 -3.126 2.715  0.000
H: -4.792 -1.235 3.976  0.000
H: -3.432 5.875 2.620  0.000
H: 1.045 2.154 1.001  0.000
H: 4.099 -4.011 2.167  0.001
H: -3.218 -4.638 -1.142  0.000
H: -0.182 -4.575 -0.090  0.000
H: 1.734 -1.537 -0.342  0.000
H: -4.457 2.863 -5.005  0.001
H: 1.231 -5.700 -1.749  0.000
H: -0.462 4.281 4.260  0.000
H: 4.027 -0.877 -2.248  0.001
H: -5.564 3.381 -2.863  0.000
H: 2.231 0.139 4.333  0.000
H: 1.577 4.141 5.661  0.000
H: 0.003 -1.558 5.053  0.000
H: -0.864 1.897 -2.901  0.000
H: 5.425 2.415 -0.878  0.000
H: -3.440 -2.681 -2.710  0.000



[2]
A structure of composition C60H57BrN5O9RbSi. Source: the OMol25 dataset; level of theory: ωB97M-V/def2-TZVPD.

The calculation puts the total energy at -167603.79571 eV. Its charge is -2.

Each line ends with the Löwdin charge.
Element x y z (Å)
Rb: 1.129 0.211 -0.016  0.747
Br: 4.890 -4.000 2.595  0.684
Si: -0.406 -3.494 0.784  0.771
O: 4.665 3.165 -2.724  -0.006
O: -0.489 2.195 -1.967  -0.171
O: 0.571 -2.228 -4.697  0.008
O: 1.650 1.406 2.993  -0.032
O: 3.388 0.952 1.664  -0.097
O: 5.169 -0.611 0.373  -0.112
O: -1.026 0.805 2.061  -0.165
O: -3.134 0.698 -0.673  -0.070
O: 2.968 -1.500 -1.203  -0.183
N: 3.588 -1.575 2.789  0.105
N: 3.433 2.013 -1.224  0.176
N: -1.753 3.034 0.334  0.067
N: 2.322 0.512 -3.276  0.184
N: 0.052 -1.066 -2.832  0.187
C: -3.071 -4.810 1.129  -0.134
C: -3.380 -2.259 -2.359  -0.022
C: 3.212 1.447 -3.573  -0.156
C: -4.426 -2.402 1.307  -0.098
C: 0.798 -6.519 4.315  -0.141
C: 3.455 3.723 0.597  -0.199
C: 0.776 -1.185 -3.859  -0.329
C: 2.648 -0.718 3.212  -0.160
C: -0.953 5.510 -1.119  -0.029
C: -2.964 6.404 -0.182  -0.056
C: 2.182 -0.057 -5.588  0.014
C: 3.747 2.205 -2.428  -0.299
C: -0.234 -5.599 4.463  -0.124
C: -2.621 5.807 4.153  -0.108
C: -2.334 -1.646 -3.039  -0.181
C: 4.239 2.932 -0.415  -0.245
C: -0.893 6.574 -2.006  -0.089
C: 1.651 -5.471 -2.283  -0.109
C: -4.450 -4.802 1.289  -0.113
C: -2.536 4.462 2.141  -0.172
C: 1.810 -0.213 -4.258  -0.160
C: 3.111 0.922 -5.891  -0.045
C: -1.985 5.410 -0.187  -0.163
C: 4.149 4.415 1.584  -0.045
C: -5.136 -3.593 1.373  -0.124
C: -1.878 7.555 -1.994  -0.123
C: -4.684 -1.806 -2.518  -0.076
C: -3.301 4.797 4.817  -0.120
C: -2.920 7.461 -1.081  -0.110
C: 2.082 5.236 2.488  -0.083
C: -2.329 -3.625 1.030  -0.332
C: 3.467 5.173 2.522  -0.093
C: 3.635 1.698 -4.870  0.012
C: -0.945 -5.596 -1.339  -0.105
C: 4.909 3.840 -1.468  -0.067
C: 0.762 -6.371 -2.860  -0.138
C: 1.648 -2.401 4.586  -0.046
C: 0.085 -4.779 2.179  -0.300
C: -3.591 3.614 4.146  -0.089
C: -3.910 -0.122 -4.043  -0.084
C: 1.478 -6.566 3.104  -0.126
C: -2.060 4.189 0.721  -0.374
C: -0.926 -2.168 -2.872  -0.226
C: -3.205 3.447 2.826  -0.031
C: -3.044 -2.428 1.141  -0.126
C: 1.125 -5.712 2.064  -0.112
C: -0.546 -6.416 -2.392  -0.117
C: 3.537 -2.799 3.247  -0.711
C: 1.234 -4.644 -1.246  -0.137
C: -2.249 5.642 2.824  -0.061
C: -0.066 -4.707 -0.713  -0.328
C: 2.602 -3.300 4.135  -0.113
C: -4.950 -0.738 -3.361  -0.098
C: -0.573 -4.751 3.416  -0.136
C: 2.070 3.800 0.556  -0.019
C: 2.587 0.690 2.592  -0.670
C: -2.609 -0.573 -3.883  -0.036
C: -0.450 -3.040 -4.051  -0.039
C: 1.671 -1.097 4.122  0.009
C: 1.387 4.542 1.509  -0.048
H: 5.101 -1.313 1.037  -0.005
H: 2.292 -7.270 2.963  0.091
H: -3.778 6.339 0.533  0.109
H: -0.781 -5.542 5.399  0.090
H: 4.431 4.819 -1.515  0.128
H: 4.018 5.694 3.298  0.092
H: -1.055 1.453 -2.208  -0.017
H: 3.425 1.081 -6.914  0.105
H: -0.202 4.731 -1.149  0.092
H: -0.075 6.634 -2.715  0.096
H: 1.931 -3.907 -0.850  0.082
H: -5.962 -0.366 -3.466  0.094
H: -1.229 -3.233 -4.784  0.128
H: 4.363 2.475 -5.058  0.114
H: 1.065 -7.187 5.126  0.083
H: -1.712 6.436 2.315  0.109
H: 0.014 -3.969 -3.723  0.098
H: 1.682 -5.781 1.137  0.087
H: -2.507 -1.482 1.110  0.073
H: -4.994 -5.740 1.355  0.086
H: -1.386 -4.044 3.568  0.100
H: -1.973 -5.662 -0.997  0.077
H: 1.078 -7.013 -3.675  0.086
H: -2.455 0.017 -0.702  0.010
H: -0.966 2.590 -1.174  -0.037
H: -1.334 1.615 1.590  -0.031
H: -2.551 -5.764 1.090  0.097
H: -2.373 6.728 4.671  0.089
H: -4.108 0.733 -4.679  0.098
H: -2.705 1.463 -0.237  -0.021
H: 3.806 -1.217 -0.782  0.001
H: -1.794 -0.066 -4.391  0.115
H: 5.983 3.953 -1.347  0.122
H: -6.214 -3.583 1.497  0.084
H: -5.480 -2.274 -1.951  0.101
H: -0.233 1.082 2.548  -0.017
H: 5.231 4.329 1.640  0.112
H: 4.571 0.053 0.803  -0.005
H: 0.875 -2.735 5.266  0.108
H: -3.170 -3.077 -1.679  0.108
H: -1.261 -7.095 -2.844  0.088
H: 1.539 5.800 3.237  0.096
H: 1.526 3.216 -0.186  0.091
H: 0.306 4.544 1.497  0.085
H: -4.109 2.810 4.658  0.096
H: 1.740 -0.692 -6.343  0.116
H: 2.590 -4.344 4.416  0.085
H: -0.855 -2.717 -1.935  0.095
H: -4.937 -1.447 1.375  0.101
H: -3.393 2.517 2.301  0.109
H: -1.834 8.383 -2.692  0.086
H: 0.935 -0.363 4.416  0.118
H: -3.701 8.214 -1.070  0.089
H: 2.669 -5.394 -2.653  0.097
H: 4.973 2.320 0.116  0.145
H: -3.594 4.922 5.853  0.087
H: 2.721 -0.769 -1.789  -0.065



[3]
A structure of composition C60H58Ge2N5O3S2Sc in a non-equilibrium geometry. Source: the OMol25 dataset; level of theory: ωB97M-V/def2-TZVPD.

The calculation puts the total energy at -232159.33852 eV. Its spin multiplicity is 2. Its charge is -1.

Each line ends with the Löwdin spin population.
Element x y z (Å)
Ge: -3.494 -1.157 -0.518  0.000
Ge: -0.304 3.111 -0.438  0.014
Sc: 0.424 -1.266 -0.140  0.073
S: 0.779 1.972 3.278  0.020
S: -0.443 1.096 0.646  0.020
O: 0.456 -1.958 1.773  0.014
O: -0.821 -5.234 -1.064  0.000
O: 3.849 -0.711 -3.865  0.000
N: 1.228 -2.262 -1.881  -0.001
N: 1.939 0.250 1.736  0.025
N: -1.187 -3.093 -0.238  0.000
N: 2.318 -0.463 0.665  0.067
N: 2.521 0.325 -2.375  -0.001
C: -2.275 2.130 -4.181  0.000
C: -2.267 4.193 -2.303  0.001
C: -3.142 1.443 5.601  0.000
C: -2.560 -2.300 3.734  0.000
C: -2.169 -3.995 0.358  0.000
C: 3.884 2.937 0.168  0.001
C: 3.505 1.320 -2.765  0.000
C: 2.032 4.906 -0.432  0.000
C: -2.472 -3.733 1.808  0.000
C: 1.320 4.039 -4.273  0.000
C: 2.184 -4.361 -3.587  -0.001
C: -2.941 -4.780 2.596  0.000
C: -3.098 4.266 -3.422  0.000
C: -1.501 -0.048 -4.902  0.000
C: 1.639 3.574 -0.438  0.003
C: 4.033 -2.074 -0.034  0.051
C: -3.212 -4.591 3.939  0.000
C: 2.137 5.147 -4.135  0.000
C: -0.634 0.900 -2.875  0.001
C: -5.089 -2.427 -0.388  0.000
C: -3.030 -3.345 4.510  0.000
C: 2.988 2.657 -3.225  0.000
C: 3.391 5.005 -3.564  0.000
C: 3.768 -2.846 2.986  0.058
C: 3.813 3.770 -3.112  0.000
C: 3.334 5.249 -0.115  0.001
C: 4.254 4.268 0.222  0.000
C: 2.177 -2.069 -2.828  -0.002
C: -1.423 3.118 -2.102  0.004
C: 3.444 -3.511 4.151  -0.001
C: -3.093 3.263 -4.359  0.000
C: -4.007 -0.019 -2.079  0.000
C: -2.290 1.057 -5.094  0.000
C: 4.290 0.625 -3.908  0.000
C: 0.673 -3.569 -1.856  0.000
C: -2.947 1.672 6.955  0.001
C: -1.429 2.050 -3.035  0.000
C: 3.036 -1.553 0.957  0.315
C: -0.791 0.985 5.334  0.001
C: -2.070 1.114 4.794  0.001
C: -1.535 -5.377 0.131  0.000
C: -0.606 1.232 6.690  0.001
C: 1.396 -2.418 2.541  0.051
C: -2.283 -2.487 2.389  0.000
C: 2.587 2.598 -0.178  0.002
C: -0.399 -3.894 -1.089  0.003
C: 1.750 2.797 -3.836  0.000
C: 0.935 1.026 1.814  0.131
C: -3.811 0.114 1.003  0.000
C: 2.110 -3.656 4.509  0.061
C: -1.634 -1.819 -0.858  -0.001
C: 2.782 -2.263 2.191  0.023
C: -1.676 1.575 7.495  0.000
C: -0.661 -0.124 -3.790  0.000
C: 2.657 -3.032 -3.690  0.006
C: 1.219 -4.619 -2.684  0.004
C: 0.355 0.602 4.471  0.014
C: 1.109 -3.134 3.719  0.003
C: 2.801 -0.760 -2.978  -0.001
C: -1.110 4.347 0.918  0.001
H: 3.628 6.291 -0.106  0.000
H: 4.040 5.862 -3.459  0.000
H: -1.527 -0.873 -5.600  0.000
H: 5.373 0.652 -3.767  0.000
H: -3.780 1.935 7.589  0.000
H: -2.279 5.002 -1.586  0.000
H: 0.799 -5.604 -2.564  0.000
H: -3.547 -5.428 4.537  0.000
H: -1.878 -1.670 1.807  0.000
H: -4.135 1.514 5.179  0.000
H: -3.747 -0.465 -3.033  0.000
H: 1.311 5.677 -0.672  0.000
H: 0.043 0.818 -2.029  0.000
H: -0.630 4.144 1.872  0.000
H: -4.551 0.840 0.674  0.000
H: 1.112 1.936 -3.957  0.000
H: 3.724 -3.052 -0.410  0.013
H: -3.748 5.120 -3.551  0.000
H: -5.999 -1.836 -0.389  0.000
H: 4.140 -1.390 -0.874  -0.001
H: -4.176 -0.373 1.902  0.000
H: 2.326 1.554 -0.265  0.000
H: 3.379 -2.765 -4.441  0.000
H: -0.850 -5.633 0.957  0.000
H: 5.259 4.537 0.517  0.000
H: 4.808 -2.731 2.707  0.002
H: -5.132 -3.096 -1.244  0.000
H: 0.071 -3.272 3.989  -0.001
H: 0.385 1.153 7.116  0.000
H: -2.387 -1.343 4.200  0.000
H: -3.101 -3.950 -0.236  0.000
H: -5.074 -3.021 0.522  0.000
H: -3.733 3.318 -5.229  0.000
H: -5.080 0.153 -2.073  0.000
H: 1.807 6.115 -4.483  0.000
H: 0.122 -0.250 3.835  0.000
H: -3.525 0.951 -2.016  0.000
H: -1.517 1.757 8.550  0.000
H: -2.907 0.659 1.246  0.000
H: 4.787 3.672 -2.652  0.000
H: 1.849 -4.206 5.406  0.005
H: 1.250 0.396 5.056  0.000
H: -2.950 1.109 -5.950  0.000
H: -2.173 4.159 1.031  0.000
H: -1.659 -1.988 -1.955  0.000
H: 2.591 -5.127 -4.230  0.000
H: -3.082 -5.757 2.157  0.000
H: -2.211 0.965 3.733  0.000
H: -0.964 5.394 0.672  0.000
H: 4.162 1.481 -1.902  0.000
H: 5.000 -2.203 0.455  0.016
H: -2.264 -6.180 -0.002  0.000
H: 4.038 1.064 -4.883  0.000
H: 0.337 4.135 -4.715  0.000
H: -3.240 -3.198 5.560  0.000
H: -0.028 -0.984 -3.638  0.000
H: 4.596 2.157 0.408  0.000
H: 4.223 -3.913 4.784  -0.002



Which value of charge does entry 1 give?
+2



The highest total energy belongs to which entry?
C60H57BrN5O9RbSi



Among the records above, which one has the highest total energy?
C60H57BrN5O9RbSi